2 unconnected molecules or ions with the total composition C4H7NO3. Source: OMol25; level of theory: ωB97M-V/def2-TZVPD.

Calculated values
* LUMO energy (alpha / beta): 0.6 / 0.6 eV
* relative energy (zero: lowest compared OMol25 entry of this formula, charge and spin): 7.165 eV
* energy: -11888.11220 eV
* maximum force: 0.07794 hartree/bohr

The geometry in ORCA input format:
```
! wB97M-V def2-TZVPD RIJCOSX def2/J DEFGRID3
* xyz 0 1
C 1.828 -1.104 0.104
C 0.992 -0.062 0.039
C -1.925 0.460 0.338
C -0.821 0.527 1.319
N 1.072 0.036 -2.028
O 1.631 -0.888 -2.530
O 0.651 1.001 -2.621
O 0.420 0.872 0.743
H 2.133 -1.447 1.059
H 2.216 -1.708 -0.762
H -1.644 -0.148 -0.499
H -2.762 0.021 0.885
H -2.092 1.406 0.014
H -0.786 -0.344 1.958
H -0.912 1.378 1.981
*
```